16
Properties=species:S:1:pos:R:3 method="wB97M-V/def2-TZVPD" fmax_ha_per_bohr=0.02845 molar_mass_g_mol=103.1 gap_ev="7.759 / 7.145" e_lumo_ev="-0.44 / -0.60" multiplicity=1
O -0.38875 1.39179 0.45980
O -1.72069 -1.13027 0.23501
N 1.28170 0.34898 1.72929
C 0.61965 -1.15274 -0.61026
C -0.06952 0.48291 1.32551
C -0.64313 -0.63991 0.04918
C -1.01326 0.71016 -1.64285
H -1.88871 1.25956 -1.33339
H 1.40429 0.14788 2.71052
H -0.18494 1.31099 -1.99187
H 1.31901 -0.35779 -0.83428
H -0.78833 0.22198 2.11343
H 1.08478 -1.83399 0.10628
H 1.86357 1.11584 1.41980
H -1.22262 -0.18617 -2.21826
H 0.34694 -1.68922 -1.51792